{"formula": "C20H28B2F4N4O8P2Ti", "method": "the ωB97M-V functional and the def2-TZVPD basis", "elements": ["Ti", "C", "C", "N", "O", "B", "F", "F", "O", "N", "C", "C", "C", "N", "O", "B", "F", "F", "O", "N", "C", "C", "C", "H", "H", "H", "H", "H", "H", "H", "H", "H", "H", "H", "H", "O", "C", "O", "C", "O", "O", "C", "P", "C", "C", "C", "C", "C", "C", "C", "P", "C", "C", "H", "H", "H", "H", "H", "H", "H", "H", "H", "H", "H", "H", "H", "H", "H", "H"], "xyz": [[-0.562, -0.135, -0.660], [0.776, -3.268, -3.413], [0.021, -2.305, -2.572], [0.592, -1.529, -1.732], [1.956, -1.597, -1.728], [2.521, -1.899, -0.369], [2.097, -3.164, 0.038], [3.881, -1.747, -0.469], [2.059, -0.885, 0.653], [0.699, -0.932, 0.792], [0.235, -1.627, 1.764], [1.064, -2.269, 2.814], [-1.248, -1.699, 1.741], [-1.758, -1.028, 0.776], [-3.115, -0.959, 0.766], [-3.740, -1.643, -0.440], [-3.381, -2.993, -0.389], [-5.081, -1.399, -0.381], [-3.235, -1.060, -1.727], [-1.886, -1.239, -1.828], [-1.466, -2.154, -2.611], [-2.328, -2.972, -3.498], [-2.070, -2.467, 2.711], [1.425, -3.870, -2.779], [1.424, -2.729, -4.107], [0.105, -3.912, -3.976], [0.638, -2.074, 3.800], [1.085, -3.350, 2.659], [2.082, -1.899, 2.762], [-3.359, -2.651, -3.420], [-2.261, -4.023, -3.212], [-1.985, -2.882, -4.531], [-2.641, -1.796, 3.357], [-1.444, -3.107, 3.330], [-2.792, -3.071, 2.163], [-3.149, 2.852, -2.296], [-2.378, 2.034, -1.951], [-1.984, 1.388, -0.973], [-1.132, 1.504, -3.444], [-1.450, 2.079, -4.423], [-0.326, 0.752, -2.913], [0.957, 3.355, -1.430], [1.435, 1.709, -0.796], [2.908, 1.365, -1.792], [2.046, 2.133, 0.873], [3.379, 2.417, 1.153], [3.782, 2.688, 2.454], [2.855, 2.681, 3.486], [1.523, 2.399, 3.215], [1.108, 2.122, 1.916], [-0.602, 1.642, 1.498], [-1.305, 1.066, 3.073], [-1.520, 3.200, 1.292], [1.863, 3.946, -1.574], [0.319, 3.879, -0.724], [0.437, 3.282, -2.384], [3.598, 2.208, -1.751], [2.575, 1.233, -2.822], [3.402, 0.449, -1.475], [4.119, 2.406, 0.363], [4.823, 2.896, 2.662], [3.168, 2.887, 4.502], [0.810, 2.388, 4.031], [-1.370, 1.888, 3.788], [-0.708, 0.268, 3.515], [-2.312, 0.692, 2.878], [-1.211, 3.913, 2.058], [-2.584, 2.984, 1.403], [-1.382, 3.631, 0.307]], "homo_energy_ev": [-8.0864, -9.2058], "multiplicity": 3, "gap_ev": [7.2, 7.9], "de_lowest_kj_mol": 42.1}

=====

{"formula": "C20H28BN6O2SV", "method": "the ωB97M-V functional and the def2-TZVPD basis", "elements": ["V", "B", "N", "C", "C", "C", "N", "N", "C", "C", "C", "N", "H", "H", "H", "H", "H", "H", "H", "H", "C", "C", "C", "N", "C", "S", "N", "C", "O", "C", "C", "C", "C", "C", "C", "H", "H", "H", "H", "H", "H", "H", "H", "H", "H", "H", "H", "H", "H", "C", "O", "C", "C", "H", "H", "H", "H", "H", "H"], "xyz": [[1.603, 1.267, -0.093], [2.852, 4.627, 0.160], [3.522, 3.401, 0.913], [4.631, 3.527, 1.658], [4.980, 2.285, 2.167], [4.005, 1.413, 1.678], [3.113, 2.082, 0.914], [1.568, 4.220, -0.698], [0.918, 5.102, -1.462], [-0.147, 4.471, -2.093], [-0.076, 3.153, -1.661], [0.957, 2.984, -0.800], [2.504, 5.454, 0.994], [3.675, 5.092, -0.620], [5.098, 4.497, 1.783], [5.823, 2.048, 2.804], [3.876, 0.355, 1.842], [1.255, 6.134, -1.510], [-0.862, 4.910, -2.777], [-0.708, 2.319, -1.908], [-0.293, -5.890, 0.163], [0.365, -4.557, -0.192], [-0.597, -3.399, 0.014], [0.067, -2.087, -0.120], [0.481, -1.557, -1.228], [1.971, -0.724, -1.379], [-0.235, -1.766, -2.392], [-1.595, -2.051, -2.731], [-1.772, -2.628, -3.752], [-2.770, -1.530, -1.945], [-2.721, -0.395, -1.149], [-3.891, 0.086, -0.567], [-5.093, -0.580, -0.764], [-5.136, -1.725, -1.555], [-3.976, -2.187, -2.156], [0.385, -6.727, -0.021], [-1.198, -6.057, -0.433], [-0.578, -5.918, 1.220], [0.691, -4.565, -1.237], [1.255, -4.395, 0.422], [-1.021, -3.435, 1.013], [-1.426, -3.484, -0.671], [0.621, -1.775, 0.672], [0.354, -1.787, -3.200], [-1.791, 0.131, -0.966], [-3.857, 0.984, 0.037], [-6.002, -0.200, -0.309], [-6.074, -2.248, -1.712], [-3.988, -3.061, -2.802], [0.342, -0.770, 3.321], [1.014, -0.336, 2.141], [0.557, 0.845, 1.393], [-0.577, 1.620, 2.045], [0.245, 0.030, 4.051], [0.942, -1.567, 3.755], [-0.652, -1.157, 3.095], [-1.469, 0.999, 2.258], [-0.881, 2.431, 1.381], [-0.283, 2.087, 3.007]], "homo_energy_ev": [-6.2990, -6.0470], "multiplicity": 3, "gap_ev": [6.0, 5.8], "de_lowest_kj_mol": 0.0}

=====

{"formula": "C20H28Cl2N2O5P2Re", "method": "the ωB97M-V functional and the def2-TZVPD basis", "elements": ["Re", "C", "P", "C", "C", "C", "C", "C", "C", "C", "P", "C", "C", "H", "H", "H", "H", "H", "H", "H", "H", "H", "H", "H", "H", "H", "H", "H", "H", "Cl", "C", "Cl", "C", "O", "O", "H", "C", "C", "C", "C", "C", "C", "O", "N", "C", "O", "N", "C", "O", "H", "H", "H", "H", "H", "H", "H", "H", "H", "H", "H"], "xyz": [[1.690, 0.277, -0.504], [2.663, -0.704, 2.821], [1.254, -0.776, 1.670], [0.810, -2.529, 1.679], [-0.056, 0.261, 2.393], [-1.024, -0.240, 3.251], [-1.991, 0.606, 3.777], [-1.976, 1.956, 3.470], [-1.011, 2.472, 2.616], [-0.055, 1.629, 2.072], [1.189, 2.236, 0.889], [0.826, 3.889, 0.248], [2.687, 2.603, 1.875], [2.569, -1.528, 3.527], [2.672, 0.225, 3.382], [3.603, -0.810, 2.279], [0.514, -2.815, 2.689], [1.703, -3.090, 1.400], [0.020, -2.766, 0.973], [-1.035, -1.288, 3.512], [-2.759, 0.205, 4.419], [-2.723, 2.611, 3.888], [-1.016, 3.521, 2.361], [-0.210, 3.997, -0.054], [1.472, 4.070, -0.612], [1.078, 4.608, 1.027], [2.386, 2.980, 2.853], [3.253, 3.381, 1.366], [3.338, 1.744, 1.996], [2.272, 1.492, -2.557], [3.534, 0.262, -2.595], [2.714, -1.233, -2.169], [4.455, 0.571, -1.309], [5.624, 0.721, -1.458], [3.735, 0.592, -0.265], [4.054, 0.221, -3.550], [-0.860, -1.490, -4.380], [-1.623, -2.384, -3.411], [-1.938, -1.629, -2.104], [-2.756, -2.490, -1.110], [-3.110, -1.727, 0.160], [-2.791, -0.410, -2.425], [-3.764, -0.455, -3.112], [-2.395, 0.765, -1.803], [-1.246, 0.978, -1.104], [-1.009, 2.031, -0.539], [-0.319, -0.034, -1.059], [-0.618, -1.307, -1.443], [0.219, -2.164, -1.208], [-0.518, -2.063, -5.236], [0.007, -1.043, -3.892], [-1.496, -0.689, -4.748], [-1.027, -3.262, -3.154], [-2.548, -2.721, -3.876], [-2.154, -3.369, -0.874], [-3.669, -2.825, -1.604], [-2.218, -1.349, 0.665], [-3.638, -2.387, 0.842], [-3.763, -0.884, -0.056], [-3.026, 1.560, -1.889]], "homo_energy_ev": [-15.7578, -15.7415], "multiplicity": 2, "gap_ev": [5.9, 6.3], "de_lowest_kj_mol": 150.4, "charge": 2}

=====

{"formula": "C20H28Cl5F3N4NaO3S", "method": "the ωB97M-V functional and the def2-TZVPD basis", "elements": ["Na", "C", "N", "C", "C", "O", "C", "O", "C", "C", "O", "N", "C", "C", "H", "H", "H", "H", "H", "H", "H", "H", "H", "H", "H", "H", "H", "H", "H", "H", "Cl", "C", "C", "C", "Cl", "C", "Cl", "C", "Cl", "C", "Cl", "C", "C", "N", "C", "S", "N", "C", "C", "H", "H", "H", "H", "H", "H", "H", "H", "H", "H", "H", "H", "F", "C", "F", "F"], "xyz": [[1.221, -1.359, 1.210], [-0.997, -1.858, 5.519], [-1.806, -1.664, 4.327], [-2.913, -0.733, 4.467], [-1.186, -1.825, 3.123], [-0.109, -2.379, 2.998], [-1.940, -1.313, 1.901], [-1.083, -1.466, 0.807], [-1.652, -1.145, -0.430], [-0.548, -0.633, -1.341], [0.594, -0.475, -0.940], [-0.914, -0.365, -2.622], [0.036, 0.332, -3.467], [-2.307, -0.319, -3.023], [-0.539, -0.914, 5.827], [-0.208, -2.570, 5.298], [-1.626, -2.242, 6.324], [-2.576, 0.305, 4.402], [-3.373, -0.898, 5.441], [-3.676, -0.916, 3.713], [-2.205, -0.258, 2.034], [-2.861, -1.899, 1.775], [-2.387, -0.338, -0.334], [-2.133, -2.028, -0.867], [1.043, 0.096, -3.134], [-0.109, 1.417, -3.412], [-0.092, 0.004, -4.499], [-2.819, 0.553, -2.604], [-2.832, -1.227, -2.725], [-2.347, -0.262, -4.110], [4.329, -1.913, 0.296], [3.413, -3.254, -0.425], [2.074, -3.343, -0.115], [1.421, -4.383, -0.741], [-0.320, -4.573, -0.458], [2.028, -5.294, -1.601], [1.141, -6.582, -2.355], [3.390, -5.159, -1.865], [4.191, -6.267, -2.926], [4.100, -4.118, -1.271], [5.792, -3.931, -1.607], [2.693, 2.057, -1.115], [1.913, 2.758, -0.003], [0.497, 2.428, 0.035], [-0.435, 2.903, -0.774], [-2.071, 2.471, -0.619], [-0.024, 3.768, -1.739], [-0.909, 4.491, -2.631], [-1.488, 5.756, -2.013], [3.752, 2.319, -1.070], [2.316, 2.327, -2.104], [2.597, 0.979, -1.008], [2.047, 3.846, -0.050], [2.304, 2.458, 0.967], [0.240, 1.763, 0.786], [0.938, 4.058, -1.721], [-1.713, 3.816, -2.922], [-0.331, 4.733, -3.527], [-2.069, 5.498, -1.127], [-2.143, 6.263, -2.724], [-0.695, 6.448, -1.724], [1.237, 2.207, 3.101], [0.695, 0.996, 2.661], [-0.276, 0.768, 3.663], [1.712, 0.087, 3.069]], "homo_energy_ev": -5.1522, "multiplicity": 1, "gap_ev": 7.3, "de_lowest_kj_mol": 0.0, "charge": -1}

=====

Repeat the third record exactly.
{"formula": "C20H28Cl2N2O5P2Re", "method": "the ωB97M-V functional and the def2-TZVPD basis", "elements": ["Re", "C", "P", "C", "C", "C", "C", "C", "C", "C", "P", "C", "C", "H", "H", "H", "H", "H", "H", "H", "H", "H", "H", "H", "H", "H", "H", "H", "H", "Cl", "C", "Cl", "C", "O", "O", "H", "C", "C", "C", "C", "C", "C", "O", "N", "C", "O", "N", "C", "O", "H", "H", "H", "H", "H", "H", "H", "H", "H", "H", "H"], "xyz": [[1.690, 0.277, -0.504], [2.663, -0.704, 2.821], [1.254, -0.776, 1.670], [0.810, -2.529, 1.679], [-0.056, 0.261, 2.393], [-1.024, -0.240, 3.251], [-1.991, 0.606, 3.777], [-1.976, 1.956, 3.470], [-1.011, 2.472, 2.616], [-0.055, 1.629, 2.072], [1.189, 2.236, 0.889], [0.826, 3.889, 0.248], [2.687, 2.603, 1.875], [2.569, -1.528, 3.527], [2.672, 0.225, 3.382], [3.603, -0.810, 2.279], [0.514, -2.815, 2.689], [1.703, -3.090, 1.400], [0.020, -2.766, 0.973], [-1.035, -1.288, 3.512], [-2.759, 0.205, 4.419], [-2.723, 2.611, 3.888], [-1.016, 3.521, 2.361], [-0.210, 3.997, -0.054], [1.472, 4.070, -0.612], [1.078, 4.608, 1.027], [2.386, 2.980, 2.853], [3.253, 3.381, 1.366], [3.338, 1.744, 1.996], [2.272, 1.492, -2.557], [3.534, 0.262, -2.595], [2.714, -1.233, -2.169], [4.455, 0.571, -1.309], [5.624, 0.721, -1.458], [3.735, 0.592, -0.265], [4.054, 0.221, -3.550], [-0.860, -1.490, -4.380], [-1.623, -2.384, -3.411], [-1.938, -1.629, -2.104], [-2.756, -2.490, -1.110], [-3.110, -1.727, 0.160], [-2.791, -0.410, -2.425], [-3.764, -0.455, -3.112], [-2.395, 0.765, -1.803], [-1.246, 0.978, -1.104], [-1.009, 2.031, -0.539], [-0.319, -0.034, -1.059], [-0.618, -1.307, -1.443], [0.219, -2.164, -1.208], [-0.518, -2.063, -5.236], [0.007, -1.043, -3.892], [-1.496, -0.689, -4.748], [-1.027, -3.262, -3.154], [-2.548, -2.721, -3.876], [-2.154, -3.369, -0.874], [-3.669, -2.825, -1.604], [-2.218, -1.349, 0.665], [-3.638, -2.387, 0.842], [-3.763, -0.884, -0.056], [-3.026, 1.560, -1.889]], "homo_energy_ev": [-15.7578, -15.7415], "multiplicity": 2, "gap_ev": [5.9, 6.3], "de_lowest_kj_mol": 150.4, "charge": 2}